1.
21
Properties=species:S:1:pos:R:3:forces:R:3 method="wB97M-V/def2-TZVPD" total_energy_ev=-23173.9615 gap_ev=8.7 homo_ev=-9.681 smiles=CCCCc1nnc(S)nn1 total_charge=0
C 2.982706 -0.929307 0.557100 0.2 1.0 -0.2
C 2.654107 0.045631 -0.729248 0.3 -0.6 -1.0
C 1.081613 0.482344 -0.876295 0.2 0.0 -0.8
C 0.363955 0.990758 0.505639 -1.0 0.2 -0.4
C -1.241188 0.502364 0.464577 2.5 1.1 0.3
N -1.417655 -0.911686 0.319856 -0.4 4.3 0.4
N -2.668755 -1.285410 0.243389 -1.9 3.5 0.3
C -3.601275 -0.205290 0.320194 -1.2 -0.6 -0.6
S -5.432310 -0.746107 0.142652 1.8 0.2 -0.8
N -3.430441 1.201253 0.506566 0.1 -4.1 -0.6
N -2.180332 1.577552 0.583318 2.0 -3.8 -0.3
H 1.995913 -1.504679 0.831262 2.1 1.0 -0.4
H 3.873449 -1.658487 0.297059 -2.0 1.4 0.5
H 3.364991 -0.249044 1.450201 -1.0 -1.6 -1.7
H 2.908841 -0.604776 -1.697471 -0.6 1.5 2.0
H 3.365709 0.985519 -0.786141 -1.5 -1.9 0.4
H 0.527988 -0.435140 -1.399604 1.0 2.0 1.6
H 0.987516 1.375006 -1.663069 0.3 -1.9 1.7
H 0.849636 0.602945 1.496585 -0.9 0.4 -2.0
H 0.448169 2.179209 0.540155 -0.6 -2.7 0.0
H -5.432638 -1.412655 -1.106725 0.6 0.8 1.5


2.
22
Properties=species:S:1:pos:R:3:forces:R:3 method="wB97M-V/def2-TZVPD" total_energy_ev=-15873.7543 gap_ev=8.5 homo_ev=-12.192 smiles="C[n+]1cnc(=[NH2+])[nH]c([O-])c[nH]c1" total_charge=+1
C -0.691726 -1.430846 -0.658696 0.6 -1.3 1.1
C 2.558882 -0.795916 0.160172 1.9 -1.0 0.0
C 1.600812 1.426180 0.067181 -0.2 2.0 -0.6
C 1.295546 -1.463390 0.566581 -3.2 2.8 1.5
C -0.099332 0.074304 0.977370 3.1 -3.9 2.5
C -2.571175 -0.399619 0.511521 -0.4 -0.8 -0.7
N 0.398934 1.092172 0.307467 -1.1 2.2 -0.8
N 0.539891 -1.928784 -0.572341 -0.3 0.7 -0.5
N 2.683878 0.587177 0.133217 1.9 1.7 -0.4
N -1.144037 -0.709348 0.317423 -0.4 1.6 0.7
N 1.895598 2.714493 -0.353962 -5.0 0.2 0.3
O 3.496491 -1.495978 -0.155466 -0.2 0.4 0.0
H -1.435741 -1.728649 -1.332147 -0.4 -0.8 -1.5
H 1.232139 -2.102759 1.461209 0.8 0.0 -0.8
H -0.173192 0.201269 2.144634 -0.2 -0.5 -2.4
H -3.228137 -1.106879 -0.020485 0.6 -0.3 0.5
H -2.850827 0.504182 0.041207 0.1 1.5 -0.2
H -2.837490 -0.371885 1.560502 0.2 -0.1 0.1
H 1.024587 -2.339820 -1.364221 -0.4 -0.2 0.1
H 3.619610 1.101242 -0.138764 -2.2 -2.3 0.7
H 1.100021 3.448310 -0.590436 2.3 -2.6 1.0
H 2.785818 2.970821 -0.585081 2.5 0.7 -0.8


3.
23
Properties=species:S:1:pos:R:3:forces:R:3 method="wB97M-V/def2-TZVPD" total_energy_ev=-16806.9147 gap_ev=8.8 homo_ev=-12.727 smiles="N[C@]1(n2cnnc2)NC=CC(=[NH2+])N1" total_charge=+1
C 0.052464 2.465994 1.054740 0.0 -0.4 1.4
C -1.090728 1.944875 -0.622438 -0.4 -1.1 -2.4
C -0.695883 -2.013758 0.736667 1.9 3.0 -0.6
C 0.147468 -1.362292 1.602437 -0.9 -2.6 1.6
C -0.649181 -1.633357 -0.641025 0.5 -0.6 2.1
C 0.818455 0.269569 -0.008187 -0.7 1.0 -1.2
N -0.869136 3.328368 0.887860 -0.4 2.3 1.3
N -1.584844 3.056480 -0.189711 -0.3 -0.8 -1.2
N -0.041789 1.464747 0.109379 -0.6 0.6 1.1
N 0.938162 -0.396370 1.288936 1.5 2.5 -2.4
N 0.190320 -0.636070 -0.996169 -1.5 -1.5 1.6
N -1.246330 -2.336782 -1.574525 -0.1 0.1 -0.7
N 2.043140 0.749490 -0.469305 -1.0 -0.4 3.1
H 0.435265 2.569066 2.048533 1.4 -0.9 0.1
H -1.344001 1.536141 -1.583280 -0.3 -0.3 0.0
H -1.283926 -2.636036 1.271604 -2.3 -2.4 0.4
H 0.271036 -1.766754 2.643121 -0.4 0.6 -1.1
H 1.556191 0.098001 1.905426 0.1 -0.2 0.5
H 0.319623 -0.704850 -1.973140 1.2 1.2 -1.0
H -1.727483 -3.188408 -1.395123 -0.3 -0.4 0.5
H -1.077286 -2.166930 -2.542859 0.0 0.3 -0.5
H 2.815498 0.241630 -0.212823 2.1 -1.5 0.3
H 2.022966 1.117246 -1.340117 0.2 1.6 -3.0


4.
19
Properties=species:S:1:pos:R:3:forces:R:3 method="wB97M-V/def2-TZVPD" total_energy_ev=-11969.2106 gap_ev=7.2 homo_ev=-4.050 total_charge=-1
C -0.323060 1.555970 -0.170853 -0.6 1.0 -0.8
C 3.264821 -0.264172 0.540907 -1.2 -0.5 -1.2
C -0.099119 -0.573713 -1.206993 -2.4 1.7 -2.6
C -2.353788 0.178112 -0.499192 0.0 0.4 3.9
C -0.502815 -0.253333 1.323228 4.6 -1.9 -2.8
C -0.883219 0.238714 -0.136461 1.6 -3.3 1.1
N 0.056492 2.618544 -0.364286 0.3 0.6 0.2
O 2.866552 -0.801510 -0.547314 0.3 0.6 1.4
O 4.379853 -0.168061 1.023356 1.9 -0.2 0.3
H -0.621593 -1.524215 -1.459793 -0.3 0.9 -0.1
H 0.845812 -0.912123 -0.983924 2.6 0.1 1.0
H -0.024411 0.203583 -2.107357 -0.1 -2.2 1.3
H -2.709604 -0.721647 -0.905529 0.0 -1.4 -0.4
H -2.481131 0.930034 -1.176591 -1.0 2.1 -1.9
H -2.929563 0.379818 0.461421 0.3 0.0 -1.3
H 0.491729 0.282254 1.549349 -1.6 -1.0 0.1
H -1.219333 -0.014650 1.964760 -3.0 1.3 3.0
H -0.282970 -1.382706 1.467387 -0.4 1.7 -0.8
H 2.525341 0.229099 1.227891 -0.8 -0.1 -0.4


5.
19
Properties=species:S:1:pos:R:3:forces:R:3 method="wB97M-V/def2-TZVPD" total_energy_ev=-11960.5884 gap_ev=7.5 homo_ev=-12.476 total_charge=+1
C -0.684685 -1.152651 1.544953 -0.3 -1.1 -1.6
C -1.612853 -0.765901 0.557032 0.9 -0.3 0.3
C 0.634868 -0.823227 1.698860 1.0 4.0 -0.8
C -1.441700 -0.300726 -0.745859 3.5 1.0 1.1
C 1.207939 0.454237 1.447946 -0.2 -0.1 -0.6
C -0.097778 0.398509 -2.650517 3.3 -1.1 -1.3
N -0.264490 -0.119144 -1.324689 0.5 -0.5 -0.6
O 0.695045 1.572859 0.878616 -0.5 -0.8 1.1
O 2.470642 0.575560 1.739039 0.7 -0.5 0.3
H -0.816825 -2.007587 2.201355 -1.4 0.1 0.0
H -2.596447 -1.075378 0.629810 -1.9 -0.6 1.0
H 1.284512 -1.350198 2.322888 0.6 -1.1 0.9
H -2.203053 0.159858 -1.321868 -1.2 -0.4 -0.4
H 0.830904 1.053019 -2.565928 -1.4 -0.4 -0.6
H 0.175003 -0.409687 -3.450260 -0.6 1.2 1.6
H -0.955421 0.895045 -2.952266 -1.4 1.2 -0.7
H 0.684186 -0.389371 -1.038512 -1.3 -0.4 1.1
H -0.172650 1.821792 1.273142 0.4 -0.5 -0.5
H 2.862802 1.462992 1.756258 -0.5 0.1 -0.2


6.
19
Properties=species:S:1:pos:R:3:forces:R:3 method="wB97M-V/def2-TZVPD" total_energy_ev=-11957.9851 gap_ev=10.0 homo_ev=-13.729 smiles="O=C1[C@H](O)C[NH2+]C12CC2" total_charge=+1
C 1.067840 0.549752 1.043103 0.4 0.3 -1.7
C 0.642013 -1.860473 0.318261 3.1 2.6 0.5
C -0.950258 0.779895 -1.127294 1.7 1.1 0.8
C -1.538262 1.516561 0.104575 -0.4 -2.1 -0.6
C 1.980337 -0.776487 0.682276 -0.1 -1.6 -0.1
C -0.336882 0.566615 0.287628 1.5 -1.9 -1.2
N -0.483111 -0.978707 0.681775 -0.3 1.1 2.8
O 1.243132 1.269454 1.964549 0.5 0.0 0.3
O 2.610978 -0.768686 -0.570201 1.2 0.5 -0.9
H 0.700674 -1.758558 -0.747582 0.2 -0.7 -0.6
H 0.590517 -2.898346 0.704895 -0.2 0.9 0.0
H -1.391342 0.003237 -1.731931 -0.3 -0.5 0.5
H -0.332954 1.413915 -1.797415 -0.6 -0.2 0.7
H -1.364557 2.578661 -0.146553 -0.1 -0.5 1.5
H -2.510815 1.147473 0.587276 1.4 1.0 -1.0
H 2.841588 -0.958595 1.460458 -2.5 0.1 -0.7
H -1.245541 -1.335170 0.179887 -2.2 -0.7 0.2
H -0.450384 -1.022905 1.745103 -1.5 -0.1 -1.5
H 3.500697 -1.232629 -0.693948 -1.8 1.0 1.1


7.
18
Properties=species:S:1:pos:R:3:forces:R:3 method="wB97M-V/def2-TZVPD" total_energy_ev=-18700.9233 gap_ev=9.8 homo_ev=-12.991 smiles="CC1(C)[C@@H]2SC=C[N@@H+]21" total_charge=+1
C 0.028920 1.717945 -0.708872 -0.7 0.7 -0.5
C -1.264519 1.991768 -0.544187 0.6 -0.2 0.3
C -0.475108 0.484834 1.282597 0.9 -2.7 -2.1
C 0.232721 -0.674524 0.159746 -1.8 2.0 2.5
C 1.295433 -1.561841 0.707201 0.2 0.0 0.0
C -0.631142 -1.103496 -0.972174 0.0 0.1 -0.2
N 0.551271 0.797840 0.258832 0.6 0.1 0.1
S -2.011827 1.236422 0.830280 0.1 0.0 0.2
H 0.687224 2.110892 -1.461786 0.1 0.0 -0.1
H -1.867620 2.641798 -1.148262 0.0 0.1 -0.3
H -0.200925 0.417016 2.321571 0.3 0.1 0.0
H 2.090000 -1.688315 -0.030974 0.0 0.0 0.0
H 0.880950 -2.544737 0.920441 0.0 0.0 0.0
H 1.735124 -1.172459 1.623564 0.0 0.0 0.1
H -0.399299 -2.131921 -1.231649 0.0 -0.1 0.0
H -0.467643 -0.477491 -1.851015 0.0 -0.1 -0.1
H -1.690441 -1.042352 -0.718290 0.0 0.0 0.0
H 1.506881 0.998621 0.562979 -0.2 0.0 0.1


8.
18
Properties=species:S:1:pos:R:3:forces:R:3 method="wB97M-V/def2-TZVPD" total_energy_ev=-18699.0778 gap_ev=8.9 homo_ev=-13.889 total_charge=+1
C -0.941288 1.904115 -0.787550 0.1 -1.0 0.6
C -1.810525 -1.279644 0.764394 1.1 2.0 -1.4
C -1.217557 0.919899 0.353584 -0.9 5.8 0.1
C -0.005956 1.953114 0.370764 -0.1 -0.4 -0.5
C 1.314419 -0.214743 -0.194385 -0.9 1.1 -1.6
C 2.272653 -1.226430 0.171272 3.2 1.1 0.1
N -0.988780 -0.359408 0.441237 0.8 -3.8 0.6
S 1.654428 1.264818 0.475445 -2.2 0.1 -0.1
H -0.686244 1.509415 -1.730127 0.7 -0.4 -1.0
H -1.653715 2.704613 -0.850525 -0.1 0.2 0.0
H -1.351305 -2.190350 0.836232 0.7 -2.6 0.5
H -2.867896 -1.217355 0.755531 -1.1 0.5 0.4
H -2.022991 1.338174 0.925591 -0.4 -0.1 0.6
H -0.122673 2.811510 0.988715 0.2 0.4 0.5
H 2.692076 -1.736125 -0.704476 -0.3 -0.3 0.4
H 1.770061 -1.853344 0.852540 -0.4 -1.3 0.8
H 3.172759 -0.714925 0.764438 -1.9 -1.2 -1.1
H 0.568167 -0.309429 -1.036080 1.4 0.0 1.1


9.
17
Properties=species:S:1:pos:R:3:forces:R:3 method="wB97M-V/def2-TZVPD" total_energy_ev=-8428.6317 gap_ev=9.8 homo_ev=-8.911 smiles="C=C=C(C)C.C=O" total_charge=0
C 1.730052 1.251513 0.832673 -0.3 0.5 0.1
O 0.553324 1.443320 0.645998 0.6 0.4 0.3
C -0.775172 -0.391315 -0.289053 0.0 -0.4 -0.2
C -1.185301 0.478270 -1.447195 -0.1 -0.1 -0.1
C -1.676166 -0.396849 0.916526 -0.1 -0.1 0.0
C 0.294714 -1.151969 -0.351570 0.1 0.3 0.1
C 1.561704 -1.416933 -0.195911 -0.1 0.1 0.0
H 2.487182 1.503975 0.069024 0.0 0.0 0.1
H 2.104745 0.836236 1.784829 0.0 0.1 0.0
H 2.135486 -0.581032 0.226777 0.2 -0.5 -0.1
H -1.473496 1.471665 -1.084143 0.1 -0.2 0.0
H -2.048890 0.032620 -1.948529 0.0 0.1 -0.1
H -0.375079 0.596597 -2.172613 -0.1 -0.1 0.1
H -2.596675 -0.939673 0.682338 0.0 0.0 0.1
H -1.944029 0.631634 1.183888 0.1 -0.2 -0.1
H -1.197215 -0.864286 1.781914 -0.1 0.0 -0.2
H 2.129626 -2.311836 -0.413986 -0.3 -0.1 -0.1


10.
17
Properties=species:S:1:pos:R:3:forces:R:3 method="wB97M-V/def2-TZVPD" total_energy_ev=-8427.6024 gap_ev=10.1 homo_ev=-9.109 smiles="C=CO.C#C.C=C" total_charge=0
O 1.183496 -1.651933 1.579694 -0.1 -0.2 -0.1
C 1.401919 -1.046802 0.380650 0.0 0.1 -0.3
C 1.185887 -1.570000 -0.823498 0.0 0.1 0.2
C -1.927774 -0.288224 0.546702 -0.1 0.1 0.0
C -2.548933 0.873589 0.727154 0.1 -0.2 0.0
C 0.611942 1.991499 -0.901965 0.5 0.2 -0.2
C 1.670681 2.413825 -1.288539 -0.5 -0.2 0.2
H 0.882535 -2.556895 1.417431 0.0 0.1 0.1
H 1.772925 -0.035302 0.518263 -0.1 -0.2 0.0
H 0.807099 -2.581578 -0.958724 0.1 0.1 0.1
H 1.387418 -0.977709 -1.708264 0.0 -0.1 0.1
H -1.208017 -0.673087 1.266148 -0.1 0.1 -0.1
H -2.106315 -0.899330 -0.335396 0.0 0.1 0.1
H -3.265356 1.259509 0.005357 0.1 -0.1 0.1
H -2.367548 1.485717 1.607637 0.0 -0.1 -0.1
H -0.319746 1.598204 -0.543860 0.2 0.1 -0.1
H 2.605830 2.795731 -1.635564 -0.2 -0.1 0.1


11.
17
Properties=species:S:1:pos:R:3:forces:R:3 method="wB97M-V/def2-TZVPD" total_energy_ev=-8430.3502 gap_ev=10.8 homo_ev=-9.770 smiles="O=CCCC1CC1" total_charge=0
O -3.112550 -0.314849 -1.890582 0.4 -0.4 0.3
C -2.357392 -0.963599 -1.205008 -0.2 0.3 -0.2
C -0.852709 -0.844007 -1.210933 0.0 0.0 -0.1
C -0.480737 0.241222 -0.172543 0.0 0.1 0.1
C 0.735391 -0.068974 0.672280 -0.1 -0.1 0.0
C 2.055817 0.606217 0.434092 0.2 0.0 -0.1
C 1.225544 0.976597 1.631984 0.0 0.1 0.2
H -2.750143 -1.665034 -0.432820 -0.1 0.1 -0.1
H -0.429955 -1.810377 -0.916506 0.0 0.1 0.0
H -0.483002 -0.602202 -2.211527 -0.1 0.0 0.1
H -1.331036 0.380572 0.508132 0.1 0.0 0.0
H -0.350599 1.203620 -0.683140 0.0 -0.2 0.1
H 0.775982 -1.100123 1.022081 0.0 0.2 0.0
H 2.964563 0.033857 0.596801 -0.1 0.1 0.0
H 2.117598 1.326247 -0.378392 0.0 -0.1 0.1
H 1.558160 0.663178 2.617599 0.0 0.0 -0.2
H 0.715069 1.937655 1.618481 0.1 -0.2 0.0


12.
17
Properties=species:S:1:pos:R:3:forces:R:3 method="wB97M-V/def2-TZVPD" total_energy_ev=-8425.1997 gap_ev=10.1 homo_ev=-9.012 smiles=C1CC[C@H]2O[C@@H]2C1 total_charge=0
C -0.168030 -0.388298 1.529956 -0.1 -6.4 4.9
C 0.706736 -1.478285 0.708031 -0.9 0.3 -0.5
C 0.093805 -1.343966 -0.962901 5.3 0.8 -0.2
C 0.340520 0.223737 -0.949282 2.8 -4.9 -4.6
C -0.692011 0.864832 -0.307053 -3.0 2.3 2.1
C -0.183923 0.972616 1.058668 0.4 4.1 2.0
H 0.138493 -0.516451 2.728980 0.0 0.7 -3.0
H -1.281514 -0.862304 1.829841 2.4 1.4 -1.8
H 0.466695 -2.542762 0.977043 0.1 1.1 0.1
H 1.811801 -1.308278 1.056494 -1.8 -0.1 -1.7
H -0.890068 -1.589464 -0.816345 -2.4 -0.7 0.0
H 0.632601 -2.010953 -1.807476 -1.1 1.5 2.2
H 1.385904 0.502265 -1.164581 0.4 -1.1 2.3
H -1.775108 0.697597 -0.533053 1.0 -0.8 0.7
H -0.693884 1.444063 1.924565 -0.4 0.9 -1.0
H 0.783549 1.561135 0.886312 -0.8 -1.2 0.9
O -0.145131 1.440167 -1.443287 -1.9 2.1 -2.4